{"formula": "C6H18NO4", "method": "the ωB97M-V functional and the def2-TZVPD basis", "elements": ["C", "C", "C", "C", "C", "C", "O", "N", "H", "H", "H", "H", "H", "H", "H", "H", "H", "H", "H", "H", "H", "H", "O", "H", "H", "O", "H", "H", "O"], "coordinates": [[1.413236, -1.088120, -0.519852], [0.117972, -1.919991, -0.598326], [-0.958275, -1.211213, 0.249425], [-0.901074, -1.036174, 1.575591], [-1.987696, -0.237111, 2.176257], [-2.660008, 0.809261, 1.679957], [-3.632749, 1.349717, 2.489862], [1.105662, 0.326528, -1.010510], [2.239115, -1.515498, -1.096692], [1.942871, -0.950789, 0.443386], [0.020321, -1.969870, -1.695633], [0.093224, -2.911928, -0.158495], [-1.738244, -0.705618, -0.316429], [-0.180542, -1.467679, 2.273125], [-2.263850, -0.678390, 3.113958], [-2.647071, 1.534433, 0.885529], [-3.956997, 0.732333, 3.155517], [1.015421, 0.297226, -2.043380], [1.930072, 0.945400, -0.960632], [0.358458, 0.583843, -0.350826], [3.929696, 0.527708, 0.830592], [4.280388, 2.005167, 0.740814], [3.540324, 1.406170, 0.915830], [-0.089768, 2.560966, 1.358635], [-0.830167, 2.964477, 0.059281], [-0.394161, 2.233044, 0.509249], [0.691982, -1.210193, -4.860932], [-0.657559, -0.714639, -4.620465], [0.219433, -0.659049, -4.224847]], "forces_ev_per_angstrom": [[1.8, -0.4, 0.6], [0.1, 1.2, 0.7], [1.0, 0.1, -1.3], [-1.2, 0.7, -1.0], [1.2, -0.6, -0.9], [-1.2, 0.3, 2.6], [-0.7, 0.2, -0.3], [1.9, -1.5, -0.7], [-0.4, 0.1, -0.6], [-1.1, -0.1, 0.0], [-1.1, -0.2, 0.5], [1.1, -0.3, -0.3], [-0.2, -0.2, 0.3], [0.0, -0.1, -0.4], [-0.5, 0.4, 0.6], [1.0, -0.8, -0.7], [0.2, 0.0, 0.0], [-1.5, -0.1, 0.6], [-0.3, -0.1, 1.1], [-0.5, 1.2, -0.8], [0.1, 0.1, 0.2], [-0.2, 0.0, 0.1], [0.0, -0.1, -0.5], [0.0, 0.1, 0.1], [0.1, 0.1, 0.1], [0.2, -0.1, -0.4], [0.5, 0.1, 0.2], [-0.3, 0.3, 0.3], [-0.1, -0.3, -0.3]], "spin_multiplicity": 1, "fmax_ha_per_bohr": 0.0559, "e_above_lowest_kj_mol": 25.9, "charge": 1, "lumo_ev": -2.73}

---

{"formula": "C6H18NSi", "method": "the ωB97M-V functional and the def2-TZVPD basis", "elements": ["C", "C", "C", "C", "C", "C", "N", "Si", "H", "H", "H", "H", "H", "H", "H", "H", "H", "H", "H", "H", "H", "H", "H", "H", "H", "H"], "coordinates": [[0.896109, 1.537086, -1.789493], [-1.199065, 0.504901, 1.348346], [1.732032, 0.221636, 1.611371], [-0.103652, 1.606838, -0.615619], [-1.277438, -0.903713, -0.984344], [-0.429513, 0.378583, 0.056305], [0.948657, -0.287322, 0.461764], [-1.261119, -2.640796, -0.307258], [1.941472, 1.686375, -1.484601], [0.943049, 0.475809, -2.295695], [0.907594, 2.203583, -2.646427], [-1.600507, -0.420384, 1.757215], [-0.762844, 1.009514, 2.228363], [-2.199683, 1.049604, 1.176692], [2.752453, -0.147616, 1.494979], [1.764625, 1.303101, 1.641887], [1.539900, -0.265812, 2.614154], [-1.112777, 2.031867, -0.944940], [0.299480, 2.231162, 0.046550], [-0.637832, -0.800599, -1.852342], [-2.146369, -0.404155, -1.213982], [1.542160, -0.021258, -0.400732], [0.905354, -1.263484, 0.530543], [0.177910, -2.712597, 0.185529], [-1.639342, -3.438623, -1.522725], [-1.980655, -2.933700, 0.904458]], "forces_ev_per_angstrom": [[1.3, -2.7, -1.1], [-2.8, 1.1, 0.6], [1.0, -0.9, 1.6], [-2.4, 0.4, -4.8], [3.9, 2.6, 2.4], [-1.0, -5.4, 1.2], [1.2, 3.1, -2.2], [0.8, 0.1, -0.8], [-0.1, -0.1, 0.6], [-0.4, 1.8, 0.8], [-1.1, 0.4, 0.2], [0.5, -0.5, -0.3], [0.4, 0.1, -0.8], [1.6, -0.4, -0.1], [0.1, 0.3, -0.6], [-0.3, 0.0, 0.1], [-0.9, 0.8, -1.2], [1.4, -0.3, 0.3], [1.3, 2.9, 2.9], [0.0, -0.6, -0.5], [-2.3, 0.9, -0.4], [-0.9, -1.1, 1.5], [-0.4, -1.9, -0.1], [-0.4, -0.6, -0.5], [0.3, -0.1, 0.7], [-0.7, 0.0, 0.4]], "smiles": "CC[C@@](C)(C[SiH3])[NH2+]C", "spin_multiplicity": 1, "fmax_ha_per_bohr": 0.1092, "e_above_lowest_kj_mol": 194.2, "charge": 1, "lumo_ev": -2.72}